P) A cluster of 2 separate species, C11H18 in total. Source: the Open Molecules 2025 dataset; level of theory: ωB97M-V/def2-TZVPD.

Output
* spin multiplicity: 1
* E_LUMO: 1.043 eV
* HOMO: -0.3377 Ha
* orbital gap: 10.23 eV

CARTESIAN COORDINATES (ANGSTROEM)
C 0.15 -2.76 0.62
C -0.59 -1.95 -0.43
C -1.89 -1.33 0.05
C -2.62 -0.51 -1.00
C -3.95 0.07 -0.51
C 3.03 1.83 0.06
C 2.15 1.56 -1.03
C 0.89 1.04 -0.81
C 0.57 0.63 0.48
C 1.39 1.13 1.47
C 2.65 1.67 1.29
H 0.46 -2.13 1.47
H -0.51 -3.55 1.03
H 1.05 -3.22 0.20
H -0.80 -2.58 -1.29
H 0.05 -1.14 -0.80
H -2.56 -2.13 0.42
H -1.70 -0.70 0.93
H -2.83 -1.15 -1.87
H -1.99 0.31 -1.37
H -3.81 0.73 0.34
H -4.42 0.65 -1.31
H -4.65 -0.72 -0.21
H 4.16 2.10 -0.31
H 2.63 1.74 -2.03
H 0.35 0.61 -1.76
H -0.37 0.18 0.71
H 0.90 0.98 2.45
H 3.36 1.73 2.20

***

Q) An isolated molecule of C11H18. Source: the Open Molecules 2025 dataset; level of theory: ωB97M-V/def2-TZVPD.

Output
* spin multiplicity: 1
* E_LUMO: 0.889 eV
* HOMO: -0.2866 Ha
* orbital gap: 8.69 eV

CARTESIAN COORDINATES (ANGSTROEM)
C 0.61 0.84 1.43
C -0.69 0.49 0.89
C 1.25 1.26 0.36
C 1.94 1.92 -0.52
C -0.56 0.01 -0.37
C 1.11 0.67 2.82
C -1.93 1.02 1.54
C -1.77 0.05 -1.28
C -0.14 -2.42 -0.58
C 0.93 -0.89 -2.25
C 0.47 -1.03 -0.79
H 2.49 1.43 -1.30
H 1.90 3.00 -0.58
H 1.86 1.42 3.06
H 1.56 -0.32 2.95
H 0.28 0.76 3.53
H -2.81 0.87 0.92
H -1.83 2.08 1.77
H -2.08 0.48 2.48
H -2.54 -0.64 -0.95
H -1.51 -0.20 -2.30
H -2.19 1.06 -1.29
H -0.48 -2.53 0.45
H 0.61 -3.18 -0.78
H -0.99 -2.58 -1.24
H 1.86 -1.45 -2.39
H 1.11 0.15 -2.51
H 0.20 -1.30 -2.93
H 1.35 -0.96 -0.15

***

Relative energies, unit hartree: P) 0.0000; Q) 0.0553